[1]
Molecular formula: C30H67N8O10P
Method: DFT, ωB97M-V with the def2-TZVPD basis set

```
! RIJCOSX wB97M-V def2-TZVPD def2/J DEFGRID3
* xyz 0 1
C 8.1170 -2.8427 3.0639
P 7.5337 -4.2201 2.0253
C 7.9293 -5.7491 2.9702
C 5.6837 -4.2075 2.1106
C 5.1331 -4.2122 0.6701
O 3.7181 -3.9553 0.8559
C 3.5388 -3.3765 2.0692
O 2.4746 -3.2740 2.6114
C 4.9164 -2.9587 2.5726
H 7.7057 -2.8482 4.0741
H 9.2058 -2.9080 3.0775
H 7.8617 -1.9069 2.5680
H 8.9974 -5.9477 2.9560
H 7.5314 -5.7305 3.9867
H 7.4371 -6.5626 2.4337
H 5.2413 -5.0695 2.6211
H 5.3209 -5.1375 0.1354
H 5.5308 -3.3384 0.1536
H 5.2156 -2.0988 1.9701
H 4.8961 -2.7273 3.6331
C 5.9310 3.1467 0.7118
N 5.7025 1.8139 1.2413
C 4.6814 1.6253 2.2601
C 6.3980 0.7462 0.8316
O 6.1719 -0.3956 1.2012
H 6.2315 3.8240 1.5130
H 5.0201 3.5324 0.2504
H 6.7213 3.1149 -0.0356
H 5.1380 1.2507 3.1768
H 3.9353 0.9041 1.9241
H 4.2007 2.5796 2.4608
H 7.1800 0.9838 0.0927
C 1.2128 0.8918 -1.0444
N 1.5746 2.2952 -1.0468
C 1.6507 3.0000 -2.3122
C 1.8236 2.9610 0.0880
O 2.1362 4.1386 0.1656
H 1.9389 0.3140 -1.6207
H 0.2219 0.7632 -1.4832
H 1.1942 0.5147 -0.0237
H 2.6501 3.4104 -2.4645
H 0.9369 3.8236 -2.3130
H 1.4134 2.3139 -3.1214
H 1.7273 2.3205 0.9820
C 4.0996 -4.6419 8.1330
N 4.8568 -4.5024 6.9055
C 4.5049 -5.3225 5.7571
C 5.8788 -3.6369 6.7885
O 6.5404 -3.4865 5.7770
H 4.1743 -5.6631 8.5117
H 3.0478 -4.4071 7.9590
H 4.4898 -3.9606 8.8861
H 5.3546 -5.9390 5.4603
H 4.2303 -4.6918 4.9111
H 3.6656 -5.9626 6.0159
H 6.0695 -3.0604 7.7087
C -3.6938 5.6173 -2.5557
N -2.7408 4.8478 -1.7747
C -2.2121 5.4119 -0.5422
C -2.3257 3.6288 -2.1459
O -1.5303 2.9472 -1.5216
H -3.2414 6.5591 -2.8713
H -4.5798 5.8308 -1.9586
H -3.9917 5.0560 -3.4396
H -1.1261 5.4947 -0.5984
H -2.4576 4.7671 0.3020
H -2.6450 6.3964 -0.3849
H -2.7753 3.2854 -3.0946
C -7.9445 2.9808 -3.2511
N -7.6000 4.3925 -3.2776
C -7.5588 5.0905 -4.5508
C -7.3207 5.0818 -2.1613
O -7.0241 6.2640 -2.1241
H -7.2191 2.4090 -3.8356
H -8.9393 2.8264 -3.6615
H -7.9375 2.6170 -2.2277
H -6.5636 5.5019 -4.7259
H -8.2691 5.9175 -4.5514
H -7.8099 4.3962 -5.3485
H -7.3802 4.4658 -1.2468
C 0.6687 -5.3574 -1.0150
N 0.2728 -3.9688 -1.1268
C 0.6683 -3.0442 -0.0763
C -0.4404 -3.5098 -2.1690
O -0.7907 -2.3526 -2.3215
H 0.2541 -5.7975 -0.1059
H 1.7565 -5.4377 -0.9763
H 0.3026 -5.9169 -1.8743
H -0.2155 -2.5949 0.3779
H 1.2753 -2.2448 -0.5053
H 1.2510 -3.5525 0.6818
H -0.6833 -4.2977 -2.9038
C -12.1910 2.9297 1.0520
N -11.2198 2.5138 0.0599
C -9.9033 2.0792 0.4946
C -11.4952 2.5159 -1.2568
O -10.7152 2.1743 -2.1271
H -11.8124 3.7808 1.6211
H -12.4037 2.1112 1.7422
H -13.1167 3.2220 0.5611
H -9.1331 2.7166 0.0584
H -9.7180 1.0538 0.1735
H -9.8445 2.1357 1.5784
H -12.5167 2.8623 -1.4851
C -1.8872 -0.3805 -3.9780
N -0.9263 -0.6581 -5.0276
C -0.7862 -2.0156 -5.5246
C -0.1509 0.3055 -5.5591
O 0.6724 0.1290 -6.4364
H -1.6463 -0.9646 -3.0877
H -2.8944 -0.6397 -4.3120
H -1.8607 0.6771 -3.7194
H 0.2342 -2.3689 -5.3743
H -1.0017 -2.0505 -6.5932
H -1.4761 -2.6654 -4.9921
H -0.3337 1.2990 -5.1118
*
```

Values from the calculation:
SMILES: CP(C)[C@@H]1COC(=O)C1.CN(C)C=O.CN(C)C=O.CN(C)C=O.CN(C)C=O.CN(C)C=O.CN(C)C=O.CN(C)C=O.CN(C)C=O
Max |F| in hartree/bohr: 0.0204



[2]
Molecular formula: C4H11N2O
Method: DFT, ωB97M-V with the def2-TZVPD basis set

```
! RIJCOSX wB97M-V def2-TZVPD def2/J DEFGRID3
* xyz -1 1
C 2.3437 -0.6960 -0.0064
N 1.8360 0.4662 0.7064
C 0.5112 0.2146 1.2922
C -0.7254 0.5186 0.4541
N -1.0601 -0.4703 -0.5511
C -2.4466 -0.1102 -1.1623
O -2.6870 1.1798 -1.3023
H 2.6863 -1.4419 0.7068
H 1.6480 -1.1272 -0.7328
H 3.2294 -0.4030 -0.5797
H 1.6953 1.1894 0.0095
H 0.4436 0.8070 2.2150
H 0.4843 -0.8100 1.7137
H -0.5401 1.5142 -0.0013
H -1.5274 0.8031 1.1262
H -0.3758 -0.3500 -1.2941
H -2.4054 -0.6246 -2.1419
H -3.1098 -0.6596 -0.4520
*
```

Values from the calculation:
SMILES: CNCCNC[O-]
Relative energy (zero: lowest compared OMol25 entry of this formula, charge and spin) in kJ/mol: 135.9
Max |F| in hartree/bohr: 0.0288



| no. | E_tot (eV) | LUMO level (eV) | HOMO (eV) |
| --- | --- | --- | --- |
| 1 | -73881.819 | 0.5 | -7.889 |
| 2 | -9353.082 | 3.9 | -2.518 |